{
  "formula": "CH5S3",
  "method": "wB97M-V/def2-TZVPD",
  "species": ["S", "H", "C", "S", "S", "H", "H", "H", "H"],
  "xyz": [[2.513095, -0.840188, 0.335333], [2.247377, -0.111560, -0.689604], [-1.119991, 0.416251, -0.797787], [-1.531436, 0.231813, 0.962318], [-0.196029, -0.381348, 2.434107], [-1.080236, 1.525245, -1.075823], [-0.176240, -0.094945, -1.084760], [-1.987725, -0.012126, -1.297199], [1.331183, -0.733143, 1.213416]],
  "atomic_forces_ev_per_a": [[0.5654, -1.3976, 1.6868], [-0.7892, 1.0624, -1.0620], [1.1176, 1.0761, -0.2028], [-1.4306, 0.1529, 0.6855], [0.4803, 0.0128, -0.5823], [0.2220, -1.4333, 0.3270], [-0.6948, 0.2930, 0.0261], [0.2091, -0.1475, -0.1958], [0.3202, 0.3813, -0.6825]],
  "largest_force_ev_per_a": 2.3,
  "gap_ev": 6.2,
  "lumo_ev": 3.59,
  "spin_multiplicity": 1,
  "charge": -1,
  "de_lowest_kj_mol": 70.3
}